(1)
DFT (ωB97M-V with the def2-TZVPD basis set) results for 2 unconnected molecules or ions with the total composition C3H8O2.

* 2S+1: 2
* E_tot: -269.171408 Eh
* relative energy (zero: lowest compared OMol25 entry of this formula, charge and spin): 2.0622 eV
* highest occupied orbital energy (alpha / beta): -0.5164 / -0.5164 hartree
* charge: +1
* LUMO (alpha / beta): -5.991 / -9.761 eV

```
13
Properties=species:S:1:pos:R:3:mulliken_charge:R:1
C -1.30728 0.12079 -2.40520 -0.495
H 0.10575 -0.57852 3.47450 0.291
O 0.44049 -1.09128 4.21650 -0.617
H 1.39339 -0.94985 4.16194 0.330
C -0.13859 -0.14554 -1.67131 0.357
H -0.64912 1.06599 0.03805 0.383
H -0.04185 -0.53123 0.38348 0.265
H 1.60711 1.59344 -0.28732 0.333
O 1.44967 0.64854 -0.19010 -0.448
H -1.49137 -0.44083 -3.31297 0.297
C 0.08073 0.32276 -0.28971 -0.361
H 0.57473 -0.88530 -2.02497 0.358
H -2.02366 0.87102 -2.09288 0.310
```

***

(2)
DFT (ωB97M-V with the def2-TZVPD basis set) results for C6H10N2O in the gas phase.

* E_tot: -419.310830 Eh
* relative energy (zero: lowest compared OMol25 entry of this formula, charge and spin): 2.0590 eV
* SMILES string: [H]/N=C\C(N)=C(\C)C(C)=O
* highest occupied orbital energy: -0.3111 hartree
* LUMO: 0.069 eV

```
19
Properties=species:S:1:pos:R:3:mulliken_charge:R:1
H 2.46312 -1.44842 -1.04938 0.267
H -1.90850 1.13840 2.02163 0.370
H 1.61934 1.70483 -0.61421 0.432
H -1.34304 -1.62368 -1.91921 0.380
H 2.34520 -0.27353 1.39471 0.278
H -2.35322 -0.18730 -1.66918 0.338
N 2.49725 0.61784 0.91450 -0.605
H -0.50380 0.06128 2.05128 0.330
C 1.61624 0.78453 -0.00675 -0.227
H -2.25789 -1.42521 -0.41033 0.321
C 0.76138 -0.41511 -0.66600 0.563
C -0.87380 1.02497 1.68974 -1.135
H 1.08029 -2.40955 -0.78041 0.211
O -1.27956 2.08660 -0.44057 -0.575
C -1.68121 -0.89691 -1.17505 -1.477
C -0.54252 -0.16519 -0.55046 0.305
H -0.25727 1.82061 2.11329 0.329
C -0.83051 1.11860 0.17816 0.451
N 1.44852 -1.51276 -1.08175 -0.558
```

***

(3)
DFT (ωB97M-V with the def2-TZVPD basis set) results for a molecular structure, C21H33FeN2O2S.

* 2S+1: 6
* E_tot: -2741.821378 Eh
* highest occupied orbital energy (alpha / beta): -0.2332 / -0.2883 hartree
* LUMO (alpha / beta): -0.041 / -0.087 eV

```
60
Properties=species:S:1:pos:R:3:mulliken_charge:R:1
C -0.01350 -2.53531 -1.57033 -0.030
H 4.00643 -2.83401 -4.22310 0.359
H 6.04015 -0.13615 -1.97456 0.401
H -1.49892 3.97007 1.81376 0.421
H -4.11406 -4.57242 -2.10983 0.391
H 1.62629 0.71678 2.15562 0.391
H -3.35822 2.42517 1.00039 0.425
C -0.52944 2.17187 -0.92048 -1.472
H -0.48575 2.51637 1.78566 0.097
H -2.62306 3.83666 -1.70747 0.428
H -2.67232 -2.70859 -1.36908 0.432
H -2.27703 1.03370 0.75592 0.038
H 2.18065 -1.15110 4.04465 0.403
Fe -0.10306 0.22104 -0.29825 0.688
H 0.22208 -2.98331 3.56908 0.342
S 2.16450 -0.35966 -0.56600 -0.453
N 1.30841 -2.73621 -1.63829 -0.159
H 0.67012 0.76415 3.67931 0.325
H -0.64605 -6.78764 -3.26251 0.400
C -0.28434 -4.86392 -2.42101 -0.108
H -3.10455 -6.59159 -3.11297 0.387
H 3.40947 -4.49534 -4.19475 0.342
H 0.04703 3.98289 0.95431 0.357
H 4.52908 -1.07608 -0.26283 0.414
H 5.39704 -1.24420 -3.19108 0.275
H -0.92916 -2.03493 1.70428 0.153
H 0.78868 -4.93651 -2.50131 0.252
H 2.32170 -3.16053 -3.79886 0.252
C -0.81222 -1.34881 2.55022 -0.426
O -0.23825 -0.13006 2.05047 0.094
C 2.28889 -1.93551 -1.30402 0.573
H 4.35816 0.00534 -2.49604 0.258
H 1.92811 -1.69378 2.36862 0.099
H -0.01324 2.82296 -1.62973 0.431
C -0.84332 -3.69039 -1.90129 0.723
H 4.74535 -3.96536 -2.13089 0.428
C 3.70596 -3.65022 -2.23448 -0.692
H 5.53058 -2.36122 -0.96290 0.420
C 4.72884 -1.64782 -1.17252 -0.867
C -2.11211 4.13221 -0.79381 -1.937
C 0.15953 -1.89913 3.60071 -0.671
C 3.34141 -3.52444 -3.71170 -1.071
C -2.23686 -3.60781 -1.78341 -0.479
C 5.16112 -0.69476 -2.28386 -0.941
H -2.82609 4.63902 -0.14682 0.417
C 0.94430 0.15815 2.80217 -0.716
O -0.57039 -1.41742 -1.29175 -1.046
C -2.47425 -5.79148 -2.75045 -0.359
C -1.09355 -5.89527 -2.84520 -0.670
H -0.15191 -1.59473 4.60034 0.300
C 1.46705 -1.20491 3.22690 -0.436
H 3.06056 -4.40071 -1.76817 0.370
H -3.23492 1.66510 -0.59460 0.328
N 3.54485 -2.40535 -1.50981 0.087
C -0.82026 3.37518 1.20472 -1.341
H -1.32234 4.83662 -1.04959 0.434
C -2.67837 1.94698 0.29735 -1.302
C -1.52998 2.90139 -0.08297 2.688
C -3.03835 -4.64855 -2.20100 -0.706
H -1.80552 -1.12961 2.96060 0.261
```

***

(4)
DFT (ωB97M-V with the def2-TZVPD basis set) results for 2 unconnected molecules or ions with the total composition C3H8N3O2.

* 2S+1: 2
* E_tot: -433.778635 Eh
* relative energy (zero: lowest compared OMol25 entry of this formula, charge and spin): 1.2902 eV
* highest occupied orbital energy (alpha / beta): -0.3151 / -0.3142 hartree
* LUMO (alpha / beta): 0.130 / -3.849 eV

```
16
Properties=species:S:1:pos:R:3:mulliken_charge:R:1
H 1.53896 -1.49909 0.28455 0.261
H -3.56578 -1.02322 1.14781 0.287
H -0.30184 0.09980 0.34599 0.301
C 0.56436 -1.78265 -0.12008 -0.733
C -1.65006 -1.37241 0.81853 0.069
H 2.16720 3.07686 -1.52321 0.246
N 1.66638 2.94961 -0.61067 -0.522
H 0.58533 -1.61739 -1.24637 0.304
H 0.30014 -2.83887 0.01242 0.396
C 0.97953 1.71177 -0.45759 0.632
N -2.63227 -0.57206 1.18247 -0.394
H -1.76963 -2.43002 0.74271 0.345
N -0.37611 -0.92559 0.55627 0.127
O -0.00672 1.72951 0.35122 -0.837
H 1.09483 3.75935 -0.39939 0.227
O 1.40567 0.73440 -1.08465 -0.707
```

***

Sequential maximum force output: 1.0, 3.9, 2.5, 3.0 eV/A